P:
DFT (wB97M-V/def2-TZVPD) results for a structure of composition C36H26AsInN5S.

Structure (ORCA input):
```
! wB97M-V def2-TZVPD RIJCOSX def2/J DEFGRID3
* xyz 1 1
In -0.42040 -0.16308 -0.21255
C -1.80474 3.94531 -1.15083
C -2.50358 4.34052 -0.01363
C -2.35597 3.61855 1.14702
C -1.52360 2.49207 1.18144
N -0.87751 2.09516 0.05971
C -1.02051 2.82252 -1.06319
N -1.38797 1.90512 2.43325
C -0.64405 0.89788 2.69365
N 0.02519 0.09706 1.79403
C 0.96832 -0.64754 2.43299
N 1.94769 -1.29852 1.89728
C 2.38674 -1.14435 0.59899
C 3.61731 -1.76062 0.31472
C 4.22712 -1.58684 -0.90356
C 3.61260 -0.78799 -1.86867
C 2.39359 -0.24307 -1.56564
N 1.77535 -0.41712 -0.37795
C 0.74441 -0.50917 3.88796
C 1.37405 -1.08714 4.97153
C 0.94941 -0.69631 6.23742
C -0.04968 0.26018 6.39917
C -0.66003 0.86069 5.30227
C -0.25483 0.44844 4.04990
H -1.87708 4.48663 -2.08250
H -3.14684 5.20985 -0.03745
H -2.85446 3.89668 2.06348
H -0.47703 2.46695 -1.93181
H 4.06659 -2.34502 1.10370
H 5.18081 -2.05604 -1.10583
H 4.06144 -0.60950 -2.83446
H 1.86031 0.35610 -2.29379
H 2.16611 -1.81123 4.83587
H 1.40761 -1.13452 7.11389
H -0.34984 0.54545 7.39855
H -1.42275 1.61821 5.41998
S -2.55900 -0.32610 -1.34536
C -3.23613 -1.82699 -0.65668
C -4.61069 -1.82908 -0.42758
C -5.24215 -2.96748 0.04566
C -4.51233 -4.11654 0.31694
C -3.14284 -4.11908 0.11149
C -2.50063 -2.98805 -0.38478
As -0.59048 -2.92810 -0.57298
C -0.26723 -3.28069 -2.44257
C -1.30622 -3.48350 -3.34162
C -1.02165 -3.70054 -4.68302
C 0.29367 -3.71735 -5.12424
C 1.33278 -3.51382 -4.22519
C 1.05321 -3.29082 -2.88588
C 0.06075 -4.50421 0.32848
C 0.30240 -5.68622 -0.36339
C 0.74838 -6.80597 0.32417
C 0.95213 -6.74614 1.69560
C 0.71121 -5.56568 2.38561
C 0.27079 -4.44238 1.70283
H -5.18125 -0.93104 -0.62562
H -6.31132 -2.95198 0.21107
H -5.00569 -5.00284 0.69196
H -2.56371 -5.00709 0.33436
H -2.33416 -3.47170 -3.00075
H -1.83064 -3.86037 -5.38339
H 0.51051 -3.89154 -6.16977
H 2.35943 -3.53301 -4.56717
H 1.86756 -3.13821 -2.18394
H 0.14223 -5.73750 -1.43364
H 0.93487 -7.72626 -0.21335
H 1.30128 -7.62099 2.22787
H 0.87117 -5.51797 3.45462
H 0.09848 -3.51895 2.24221
*
```

Properties
LUMO: -3.5 eV
HOMO energy: -10.82 eV



Q:
DFT (wB97M-V/def2-TZVPD) results for a structure of composition C36H26AsInN5S.

Structure (ORCA input):
```
! wB97M-V def2-TZVPD RIJCOSX def2/J DEFGRID3
* xyz 1 1
In -0.20107 1.46773 -0.57025
C -1.62010 5.63962 -1.32041
C -2.24106 6.02581 -0.13666
C -2.06047 5.26234 0.99174
C -1.26781 4.10645 0.95029
N -0.69684 3.72182 -0.21523
C -0.87506 4.48700 -1.30679
N -1.09078 3.47580 2.17321
C -0.31471 2.47631 2.37152
N 0.34610 1.73154 1.41876
C 1.31259 0.96827 2.00425
N 2.28643 0.35514 1.41813
C 2.67361 0.54691 0.10940
C 3.93079 0.01452 -0.22458
C 4.48484 0.23501 -1.46263
C 3.78206 0.99061 -2.40095
C 2.54230 1.45462 -2.05051
N 1.98623 1.24432 -0.83809
C 1.12734 1.04319 3.46712
C 1.79429 0.43120 4.50884
C 1.39741 0.75926 5.80116
C 0.38802 1.69062 6.02968
C -0.26038 2.32738 4.97606
C 0.11687 1.97762 3.69627
H -1.72290 6.21101 -2.23109
H -2.85185 6.91784 -0.10085
H -2.50203 5.52744 1.94074
H -0.39573 4.13765 -2.21502
H 4.44456 -0.54316 0.54416
H 5.46052 -0.16694 -1.70152
H 4.17934 1.19648 -3.38379
H 1.94340 2.01878 -2.75529
H 2.59406 -0.27274 4.32103
H 1.88538 0.29197 6.64595
H 0.10919 1.92782 7.04766
H -1.03197 3.06590 5.14593
S -2.30996 1.29741 -1.75941
C -3.01187 -0.20369 -1.09180
C -4.39720 -0.21424 -0.94623
C -5.04588 -1.35022 -0.48986
C -4.32383 -2.48753 -0.15358
C -2.94473 -2.48069 -0.27753
C -2.28198 -1.35247 -0.75475
As -0.36248 -1.29077 -0.83711
C 0.07721 -1.69919 -2.67015
C -0.89638 -1.87772 -3.64366
C -0.51621 -2.12894 -4.95558
C 0.82772 -2.20514 -5.29115
C 1.80139 -2.02916 -4.31513
C 1.42764 -1.77035 -3.00637
C 0.23501 -2.84011 0.15085
C 0.49387 -4.04833 -0.48716
C 0.88777 -5.14892 0.25940
C 1.02179 -5.04400 1.63744
C 0.76653 -3.83657 2.27289
C 0.37827 -2.73226 1.52986
H -4.96227 0.67476 -1.19408
H -6.12312 -1.34183 -0.38886
H -4.83092 -3.37213 0.20667
H -2.37128 -3.35865 -0.00637
H -1.94629 -1.82079 -3.38294
H -1.27399 -2.26865 -5.71504
H 1.11873 -2.40647 -6.31354
H 2.85023 -2.09836 -4.57370
H 2.18740 -1.64274 -2.24129
H 0.38936 -4.13270 -1.56244
H 1.08729 -6.08941 -0.23677
H 1.32932 -5.90499 2.21585
H 0.87420 -3.75307 3.34620
H 0.19209 -1.78723 2.02709
*
```

Properties
LUMO: -3.5 eV
HOMO energy: -10.83 eV



It is P that is the least stable of them.



P:
DFT (wB97M-V/def2-TZVPD) results for a structure of composition C4H15HgN2O.

Structure (ORCA input):
```
! wB97M-V def2-TZVPD RIJCOSX def2/J DEFGRID3
* xyz -1 1
C -2.88757 -1.04030 -1.06543
Hg 1.40615 -0.89006 -0.97966
N 3.24922 1.29937 -1.33855
H -4.54824 -1.73145 -0.74734
H -3.79602 -1.16849 -0.52410
H -2.21785 -0.73415 -0.24384
H -2.56284 -1.96075 -1.53556
H -2.97238 -0.22048 -1.78437
H 4.22212 1.06474 -1.05701
H 2.83255 1.87269 -0.59007
H 3.34478 1.91516 -2.16062
C 3.31493 1.96167 3.37915
N 1.89094 1.63851 3.29003
C 1.15633 1.71435 4.53510
C 1.25519 1.23953 2.16927
O 1.74470 1.06212 1.03496
H 3.42990 2.26586 4.42721
H 3.62812 2.80636 2.73387
H 4.00353 1.10898 3.21036
H 0.31345 2.40398 4.46672
H 0.79604 0.72428 4.83010
H 1.85251 2.07218 5.28695
H 0.18865 1.05101 2.33141
*
```

Properties
LUMO: 2.2 eV
HOMO energy: 0.08 eV



Q:
DFT (wB97M-V/def2-TZVPD) results for a structure of composition C4H15HgN2O.

Structure (ORCA input):
```
! wB97M-V def2-TZVPD RIJCOSX def2/J DEFGRID3
* xyz -1 1
C -3.92716 -1.80849 -2.42261
Hg 0.82679 -1.90571 -2.18409
N 2.40343 0.41492 -2.55674
H -4.92514 -2.35021 -1.98678
H -4.56855 -1.63136 -1.52135
H -3.12252 -1.50108 -1.72147
H -3.62212 -2.73535 -2.91514
H -4.09796 -1.02689 -3.14682
H 3.36255 0.29216 -2.27923
H 1.86040 0.84137 -1.81741
H 2.34812 1.02697 -3.37183
C 2.49215 1.15422 2.02076
N 1.06677 0.85254 1.99357
C 0.24559 0.91588 3.23691
C 0.50418 0.44352 0.84853
O 0.95975 0.21653 -0.27190
H 2.67611 1.44457 3.03343
H 2.76175 1.99881 1.39512
H 3.15908 0.31097 1.88512
H -0.60846 1.61601 3.22318
H -0.06855 -0.08811 3.54566
H 0.84090 1.26451 4.07507
H -0.56713 0.25423 0.93803
*
```

Properties
LUMO: 2.4 eV
HOMO energy: 0.31 eV



It is Q that is the least stable of them.



P:
DFT (wB97M-V/def2-TZVPD) results for a cluster of 2 separate species, C5H11FN in total.

Structure (ORCA input):
```
! wB97M-V def2-TZVPD RIJCOSX def2/J DEFGRID3
* xyz 1 1
C 3.56127 -0.90760 0.32627
C 2.65171 -0.17430 -0.18585
C -2.46500 -0.19457 -0.47665
C -0.97624 1.18870 0.63530
C -0.02082 -0.87727 -0.37267
N -1.01886 0.24950 -0.42685
F 2.32783 1.01860 -0.46906
H 4.53405 -0.58067 0.61978
H 3.25120 -1.88650 0.29808
H -2.97572 0.80127 -0.36149
H -2.95626 -0.85826 -1.22906
H -2.52160 -0.63592 0.54357
H 0.03980 1.73670 0.81022
H -1.77819 1.99443 0.68822
H -1.33641 0.78592 1.61421
H 0.32872 -1.15419 -1.28867
H 0.17341 -1.18219 0.58967
H -0.81890 0.67638 -1.31503
*
```

Properties
LUMO (alpha / beta): -4.8 / -3.5 eV
HOMO energy (alpha / beta): -12.62 / -13.80 eV



Q:
DFT (wB97M-V/def2-TZVPD) results for a cluster of 2 separate species, C5H11FN in total.

Structure (ORCA input):
```
! wB97M-V def2-TZVPD RIJCOSX def2/J DEFGRID3
* xyz 1 1
C -1.48111 -2.88626 0.87582
C -0.47411 -2.09836 0.75677
C 0.91526 1.63608 -1.36372
C 0.42080 1.33651 0.88765
C -0.61870 -0.08128 -0.58068
N 0.60306 0.63415 -0.32324
F 0.70970 -1.87135 1.22225
H -1.28368 -3.74998 1.64241
H -2.40514 -2.96649 0.43662
H 1.69746 2.36795 -1.14090
H 1.41004 1.26874 -2.36914
H 0.00615 2.25762 -1.55198
H 0.05603 0.60202 1.61245
H 1.43273 1.82045 1.31439
H -0.28727 2.16648 0.62439
H -0.48968 -0.81076 -1.42321
H -1.63347 0.34058 -0.47790
H 1.42192 0.03388 -0.14196
*
```

Properties
LUMO (alpha / beta): -4.1 / -4.1 eV
HOMO energy (alpha / beta): -13.32 / -13.32 eV



It is P that is the least stable of them.